C5H11NO2 | ωB97M-V with the def2-TZVPD basis set

Geometry as XYZ:
```
19
C5H11NO2 (ωB97M-V with the def2-TZVPD basis set)
O 0.405 0.410 -2.113
O -0.820 2.510 1.107
N -1.234 0.026 0.291
C -1.942 -0.228 -0.710
C 1.617 -0.043 -0.064
C 0.792 -1.304 0.316
C 1.252 0.704 -1.315
C -0.563 -1.109 0.977
H 0.765 -1.993 -0.526
H 1.790 1.673 -1.392
H -1.169 -1.987 0.722
H 1.461 -1.737 1.035
H -2.208 0.567 -1.399
H -0.985 1.539 1.116
H -0.681 -0.912 2.039
H -0.561 2.927 0.285
H 2.648 -0.368 -0.180
H -2.149 -1.260 -1.017
H 1.581 0.586 0.827
```

Its SMILES is C=NCCCC=O.O. For the energy above the lowest of the compared OMol25 structures with the same formula, charge and spin, the calculation gives 57.4 kcal per mole. Its HOMO-LUMO gap is 10.6 eV. The calculation puts the HOMO energy at -9.7 eV.